(1)
Below is one molecule with the formula C21H17BrF23NO10P2S3 in a non-equilibrium geometry, with properties calculated with ωB97M-V/def2-TZVPD.

Last column: Löwdin charge in e.
Element x y z (Å)
C (-0.834, 6.785, -0.988)  -0.080
C (0.126, 6.139, 0.144)  -0.251
O (-0.254, 4.764, 0.378)  -0.194
C (0.596, 3.827, -0.317)  -0.188
C (0.623, 2.362, 0.397)  -0.077
C (-0.790, 1.626, 0.424)  -0.233
O (-1.464, 2.285, -0.690)  -0.356
S (-3.124, 2.246, -0.623)  1.049
O (-3.535, 3.144, -1.783)  -0.370
O (-3.560, 0.736, -0.997)  -0.365
C (-2.816, -0.364, -1.418)  -0.560
O (-3.731, -1.491, -1.015)  -0.153
C (-5.055, -0.979, -0.797)  -0.264
N (-6.080, -0.705, -0.232)  0.215
P (-3.233, -0.438, -3.344)  0.654
O (-4.248, 0.919, -3.729)  -0.345
Br (-4.492, -2.200, -3.929)  0.411
C (-1.264, -0.613, -1.032)  -0.300
P (-0.234, 0.053, -2.481)  0.429
O (1.358, 0.564, -2.188)  -0.256
O (-0.825, 1.475, -3.278)  -0.277
S (0.045, -1.150, -4.004)  0.434
S (-1.049, -2.498, -1.136)  0.827
O (-1.669, -3.223, 0.050)  -0.257
O (-1.800, -3.133, -2.301)  -0.358
C (0.624, -3.238, -1.330)  -0.328
F (1.713, -2.354, -1.533)  0.033
F (0.960, -3.937, -0.099)  0.042
C (0.809, -4.464, -2.364)  -0.222
F (2.241, -4.694, -2.342)  0.072
F (0.519, -4.224, -3.707)  0.077
C (0.159, -5.864, -1.959)  -0.194
F (-0.389, -6.426, -3.170)  0.077
F (-0.917, -5.839, -1.059)  0.110
C (1.186, -6.996, -1.444)  -0.302
F (0.354, -8.101, -1.054)  0.078
F (1.917, -6.657, -0.298)  0.119
F (1.993, -7.532, -2.495)  0.097
C (-0.833, -0.006, 0.458)  -0.147
C (0.672, -0.567, 0.782)  -0.110
C (1.410, -0.189, 2.127)  -0.048
C (2.824, -1.001, 2.183)  -0.302
F (2.525, -2.364, 2.464)  0.071
F (3.583, -0.946, 0.998)  0.089
C (3.656, -0.420, 3.420)  -0.189
F (2.889, -0.324, 4.632)  0.080
F (4.670, -1.402, 3.716)  0.070
C (4.430, 0.956, 3.166)  -0.195
F (5.829, 0.679, 3.052)  0.088
F (4.049, 1.672, 2.008)  0.088
C (4.310, 2.017, 4.395)  -0.308
F (5.105, 3.149, 4.018)  0.081
F (4.848, 1.537, 5.597)  0.127
F (2.987, 2.528, 4.519)  0.093
C (-1.623, -0.475, 1.737)  -0.181
F (-1.326, 0.424, 2.861)  0.036
F (-1.169, -1.707, 2.367)  0.053
C (-3.174, -0.650, 1.973)  -0.269
F (-3.726, -1.949, 1.708)  0.090
F (-4.044, 0.423, 1.783)  0.106
F (-3.298, -0.777, 3.436)  0.033
H (-0.294, 6.620, -1.993)  0.080
H (-0.945, 7.896, -0.756)  0.074
H (-1.882, 6.329, -0.967)  0.085
H (1.239, 6.311, -0.040)  0.121
H (-0.123, 6.710, 1.120)  0.126
H (0.442, 3.771, -1.445)  0.137
H (1.681, 4.217, -0.173)  0.134
H (0.876, 2.628, 1.496)  0.137
H (1.508, 1.828, -0.057)  0.109
H (-1.365, 2.138, 1.292)  0.169
H (-5.036, 0.905, -3.128)  0.060
H (1.799, 0.687, -3.059)  0.084
H (-1.104, 1.253, -4.193)  0.053
H (1.432, -0.315, -0.023)  0.105
H (0.703, -1.718, 0.843)  0.119
H (1.697, 0.888, 2.321)  0.107
H (0.912, -0.561, 3.104)  0.148

Cartesian forces, eV/Å:
C 1.199 -0.139 0.180
C -1.801 1.517 0.681
O 1.289 -0.480 -0.765
C 1.613 -0.246 0.359
C 0.369 1.683 0.922
C -0.395 2.391 0.902
O -1.006 -2.364 -0.868
S -0.771 5.537 -2.481
O 1.403 -3.120 3.509
O 2.081 -0.338 0.530
C -3.154 -1.531 -2.035
O -2.398 1.895 1.486
C -0.631 -0.921 2.947
N 4.312 -1.149 -3.146
P 0.568 1.872 -3.480
O 0.453 -2.611 2.365
Br -0.098 0.512 0.783
C -0.315 1.467 1.875
P 2.776 2.448 -6.212
O -2.256 -0.006 1.582
O 0.266 -1.542 2.360
S -0.408 -0.525 1.079
S -6.877 -7.079 0.116
O 2.973 3.719 -1.841
O 2.750 3.185 1.763
C 4.942 -1.036 1.415
F -2.683 -1.478 0.430
F -1.116 1.916 -2.422
C 1.655 -0.278 -2.146
F -3.043 0.507 0.158
F 0.423 0.009 3.106
C -2.138 -2.054 -1.081
F 1.353 1.294 2.705
F 2.538 0.600 -1.674
C -0.067 -3.019 0.712
F 1.963 2.698 -0.886
F -1.439 -0.560 -3.169
F -1.757 2.019 2.981
C 1.914 -0.219 0.247
C 1.212 -0.899 0.021
C 1.182 -0.800 1.306
C -1.810 -0.177 0.275
F 0.895 2.481 -0.690
F -1.215 -0.089 2.294
C 1.558 -2.265 1.375
F 1.384 0.005 -3.129
F -2.234 2.230 -0.620
C 1.993 1.228 0.048
F -3.320 0.665 0.082
F 0.421 -1.801 2.236
C 0.764 2.250 0.193
F -1.892 -2.789 0.961
F -1.874 1.061 -2.982
F 3.212 -1.717 0.047
C 0.083 -1.138 4.278
F -0.090 -0.761 -3.154
F -0.559 2.362 -2.462
C -3.927 -2.154 5.355
F 1.450 3.822 -1.213
F 2.249 -2.417 -1.116
F 0.834 0.695 -2.772
H -1.309 0.423 1.313
H 0.277 -1.394 -0.573
H 1.670 0.415 -0.043
H -1.424 -0.562 -0.031
H 0.470 -1.115 -1.390
H -0.267 0.008 1.474
H -1.499 -0.800 -0.284
H -0.325 -0.632 -1.767
H -1.303 0.333 0.449
H 1.169 -1.713 -0.757
H 0.524 0.380 -0.711
H -0.729 -0.349 0.401
H 0.137 -0.424 0.746
H -1.407 -0.048 0.623
H -0.655 1.661 -0.249
H -0.661 -1.136 -0.664
H 0.528 0.591 -1.857

Computed properties:
E_tot (eV): -227632.106
E_LUMO (eV): -2.17
Molar mass (g mol⁻¹): 1118.4
E_HOMO (eV): -9.1
Total charge: 0



(2)
Below is C21H17BrN3O8Ru as an isolated structure in a non-equilibrium geometry, with properties calculated with ωB97M-V/def2-TZVPD.

Last column: Löwdin charge in e.
Element x y z (Å)
Ru (-0.508, 2.085, 2.048)  1.442
O (-4.460, 0.848, 3.337)  0.192
C (-3.220, 0.765, 2.946)  -0.458
O (-2.648, 1.678, 2.374)  0.005
C (-2.587, -0.594, 3.199)  -0.083
O (-1.180, -0.534, 3.151)  -0.182
C (-0.573, -0.342, 4.413)  -0.094
C (-0.841, 1.146, 4.875)  -0.629
O (-1.441, 1.361, 5.894)  0.109
O (-0.379, 1.968, 4.027)  -0.147
H (-4.865, 1.716, 3.150)  0.166
H (-2.953, -0.994, 4.151)  0.153
H (-2.912, -1.251, 2.383)  0.154
H (-0.955, -1.040, 5.166)  0.134
H (0.504, -0.456, 4.270)  0.130
Br (-1.882, -5.820, -2.618)  0.830
C (-0.916, -4.325, -3.252)  -0.645
C (0.360, -4.496, -3.788)  -0.089
C (1.074, -3.403, -4.217)  0.026
C (0.532, -2.115, -4.083)  -0.273
C (-0.777, -1.960, -3.578)  0.014
C (-1.490, -3.057, -3.168)  -0.095
N (1.263, -1.043, -4.481)  0.146
N (1.113, 0.135, -4.192)  0.154
C (0.734, 0.767, -3.091)  -0.166
C (0.221, 2.079, -3.211)  0.035
C (-0.328, 2.736, -2.147)  0.079
C (-0.367, 2.139, -0.856)  -0.289
O (-0.868, 2.713, 0.150)  -0.056
C (0.236, 0.827, -0.698)  -0.146
N (0.225, 0.317, 0.541)  0.088
C (0.882, -0.792, 0.788)  -0.066
C (1.649, -1.433, -0.186)  0.016
C (1.630, -0.958, -1.476)  0.028
C (0.860, 0.175, -1.776)  -0.074
H (0.781, -5.487, -3.862)  0.115
H (2.074, -3.511, -4.609)  0.131
H (-1.218, -0.975, -3.524)  0.127
H (-2.490, -2.940, -2.777)  0.113
H (0.212, 2.524, -4.195)  0.132
H (-0.736, 3.728, -2.258)  0.140
H (0.836, -1.168, 1.798)  0.121
H (2.266, -2.274, 0.080)  0.123
H (2.250, -1.416, -2.229)  0.123
C (3.503, 3.648, 1.733)  0.012
C (2.356, 2.692, 1.493)  -0.663
O (2.469, 1.656, 0.854)  0.025
O (1.248, 3.060, 2.028)  -0.164
H (4.350, 3.363, 1.120)  0.081
H (3.774, 3.593, 2.786)  0.090
H (3.188, 4.666, 1.517)  0.084

Cartesian forces, eV/Å:
Ru 0.221 -0.256 -1.345
O -0.622 -0.104 0.171
C 0.498 -0.095 -0.134
O 0.303 0.090 -0.125
C 0.274 0.014 0.058
O -0.515 -0.563 -0.469
C 0.028 1.072 0.797
C -0.089 -2.805 0.252
O -0.190 0.495 0.392
O 0.586 1.827 -1.441
H 0.346 -0.149 -0.043
H -0.001 0.036 -0.123
H -0.088 0.094 0.155
H 0.060 0.051 -0.169
H -0.124 -0.144 0.017
Br 0.254 0.375 -0.215
C -0.033 -0.198 0.087
C -0.112 -0.162 0.130
C 0.133 0.402 -0.135
C -1.803 -0.265 0.434
C 0.257 -0.071 -0.028
C -0.206 0.003 0.123
N 1.878 -0.475 -0.858
N -0.091 0.366 0.397
C -0.581 -0.320 0.288
C -0.599 0.747 0.156
C 0.113 -0.051 -0.752
C -0.141 -0.466 0.645
O 0.654 -0.152 0.515
C 0.344 -0.274 -0.110
N -0.877 1.415 0.555
C 0.249 -0.353 0.019
C -0.160 0.084 -0.062
C -0.023 0.246 0.128
C 0.388 0.042 0.744
H 0.050 -0.071 0.005
H 0.090 -0.019 -0.145
H -0.078 0.044 -0.056
H -0.048 -0.040 -0.004
H 0.054 0.062 -0.022
H -0.091 0.101 -0.038
H 0.003 0.013 0.131
H 0.014 -0.138 0.064
H 0.050 -0.065 -0.057
C -0.199 -0.205 -0.091
C 0.508 -0.302 -0.295
O 0.560 -0.184 -0.292
O -1.362 0.223 0.667
H 0.051 0.015 -0.014
H 0.041 0.055 0.066
H 0.025 0.054 0.028

Computed properties:
E_tot (eV): -115517.531
E_LUMO (spin up / spin down) (eV): -6.65 / -6.66
Molar mass (g mol⁻¹): 620.4
E_HOMO (spin up / spin down) (eV): -10.7 / -10.6
Total charge: +1



(3)
Below is C21H17F3N2O4 as an isolated structure in a non-equilibrium geometry, with properties calculated with ωB97M-V/def2-TZVPD.

Last column: Löwdin charge in e.
Element x y z (Å)
O (2.490, -2.514, 3.946)  0.014
C (2.071, -1.696, 3.000)  -0.337
N (1.823, -2.161, 1.701)  0.142
H (1.535, -1.516, 1.142)  0.053
C (2.025, -3.434, 1.609)  -0.199
C (3.041, -3.768, 0.519)  -0.267
C (4.312, -4.001, 0.646)  -0.018
C (5.044, -3.791, -0.793)  -0.036
C (3.955, -3.677, -1.579)  -0.139
O (2.692, -3.578, -0.862)  -0.034
H (3.872, -3.764, -2.787)  0.164
H (6.134, -3.975, -1.110)  0.116
H (4.980, -3.816, 1.558)  0.133
H (2.349, -4.214, 2.284)  0.147
H (1.177, -3.933, 1.119)  0.145
C (1.855, -0.399, 3.316)  -0.088
H (2.361, 0.303, 2.602)  0.174
H (2.169, -0.055, 4.323)  0.173
O (0.602, 0.163, 3.032)  0.070
C (0.002, 0.213, 1.928)  -0.489
O (0.778, 0.227, 0.985)  0.093
C (-1.349, 0.556, 1.985)  -0.057
C (-2.029, 0.623, 3.122)  -0.034
C (-3.438, 0.893, 3.265)  0.019
C (-3.787, 1.603, 2.047)  -0.120
C (-3.399, 1.611, 0.865)  -0.082
C (-2.125, 1.311, 0.970)  0.063
N (-1.251, 1.286, -0.490)  0.131
C (-1.690, 1.918, -1.420)  -0.372
C (-1.198, 1.571, -2.703)  0.044
C (-1.261, 2.309, -3.941)  -0.087
C (-2.025, 3.552, -3.782)  -0.091
C (-2.607, 3.913, -2.682)  -0.108
C (-2.411, 3.274, -1.347)  0.085
H (-2.740, 3.623, -0.450)  0.045
H (-3.096, 4.768, -2.777)  0.054
H (-2.188, 4.152, -4.750)  0.142
C (-0.982, 1.595, -5.222)  -0.621
F (-1.711, 1.027, -5.858)  0.414
F (0.325, 0.827, -5.064)  -0.023
F (-0.648, 2.743, -6.020)  0.024
H (-0.565, 0.408, -2.730)  0.201
H (-0.459, 0.725, -0.267)  0.087
H (-3.986, 1.840, 0.173)  0.073
H (-4.960, 1.708, 2.211)  0.156
H (-4.015, 1.145, 4.177)  0.117
H (-1.671, 0.408, 4.109)  0.121

Cartesian forces, eV/Å:
O -1.509 3.422 -3.929
C 1.973 -9.108 1.698
N 2.356 2.363 10.597
H -2.174 4.129 -5.246
C 0.453 -9.023 -6.555
C -1.129 1.107 -2.078
C 6.203 1.721 -0.892
C -1.758 -1.586 1.989
C -1.271 -0.075 -2.123
O 2.520 -0.687 0.392
H -0.068 0.562 3.421
H -2.129 0.412 0.723
H -1.539 -0.920 -1.138
H -0.243 1.400 1.793
H -0.727 -0.025 0.458
C 1.095 8.344 -0.337
H 1.395 -1.053 0.506
H -0.622 -0.787 -0.579
O -2.825 -1.222 6.632
C 3.675 1.437 -2.246
O -0.934 -0.619 -3.086
C -4.158 3.725 -3.012
C -3.805 -1.534 6.061
C 3.471 3.530 -3.540
C -11.384 -2.713 11.893
C 6.233 -0.801 0.093
C 8.878 -4.050 -6.673
N -0.948 -4.465 13.155
C -2.840 8.918 -8.326
C 2.078 -3.086 -3.064
C -2.688 -1.136 5.270
C 2.562 -2.514 -6.912
C 1.032 -2.725 6.682
C 2.013 -3.658 -6.005
H -1.001 1.196 2.057
H -2.375 3.680 0.333
H 0.234 -0.881 1.701
C 12.810 9.876 6.691
F -9.658 -8.670 -6.938
F -2.983 1.360 -0.516
F 0.814 -0.789 -0.174
H -2.040 3.760 0.015
H 1.009 -0.363 -1.095
H -3.981 2.179 -6.366
H 1.925 0.882 -0.760
H 0.770 -0.769 -0.608
H 1.288 -0.742 0.040

Computed properties:
E_tot (eV): -41360.547
E_LUMO (eV): -0.80
Molar mass (g mol⁻¹): 418.4
E_HOMO (eV): -7.7
Total charge: 0



(4)
Below is C21H17F5N8O2TcTe as an isolated structure, with properties calculated with ωB97M-V/def2-TZVPD.

Last column: Löwdin charge in e.
Element x y z (Å)
Tc (-0.452, 0.244, 0.144)  1.513
N (0.071, 4.628, 0.192)  0.131
C (-0.485, 3.415, 0.147)  -0.130
N (0.174, 2.305, 0.042)  0.008
C (1.607, 2.357, 0.049)  -0.264
N (2.292, 1.268, 0.087)  0.104
N (1.521, 0.169, 0.163)  -0.227
C (2.043, -1.072, 0.091)  -0.056
C (1.145, -2.148, 0.227)  -0.264
C (1.539, -3.501, 0.233)  -0.017
C (0.606, -4.474, 0.468)  -0.054
C (-0.728, -4.120, 0.717)  -0.055
C (-1.071, -2.791, 0.667)  -0.141
N (-0.184, -1.826, 0.397)  -0.052
C (2.256, 3.668, 0.051)  -0.092
C (3.641, 3.824, 0.011)  -0.008
C (4.204, 5.085, 0.038)  -0.066
C (3.393, 6.215, 0.111)  -0.071
C (2.018, 6.081, 0.158)  -0.018
C (1.465, 4.809, 0.128)  -0.177
H (-0.525, 5.431, 0.304)  0.158
H (-1.564, 3.382, 0.216)  0.121
H (3.108, -1.202, -0.041)  0.124
H (2.579, -3.745, 0.068)  0.116
H (0.900, -5.516, 0.468)  0.112
H (-1.486, -4.862, 0.919)  0.110
H (-2.088, -2.464, 0.833)  0.101
H (4.257, 2.937, -0.037)  0.115
H (5.279, 5.193, 0.008)  0.108
H (3.836, 7.202, 0.135)  0.108
H (1.377, 6.952, 0.221)  0.115
N (-0.521, 0.495, 2.148)  0.042
C (-0.541, 0.610, 3.307)  -0.138
C (-0.579, 0.795, 4.664)  -0.270
C (0.627, 1.004, 5.383)  -0.235
N (1.612, 1.168, 5.959)  0.133
C (-1.855, 0.804, 5.287)  -0.243
N (-2.902, 0.841, 5.769)  0.131
C (-3.787, 1.234, 1.729)  0.004
O (-3.250, 1.869, 0.544)  -0.071
C (-2.735, 1.070, -0.396)  -0.613
C (-2.729, 1.733, -1.744)  -0.008
H (-4.294, 2.028, 2.267)  0.103
H (-2.992, 0.815, 2.336)  0.059
H (-4.485, 0.454, 1.437)  0.107
H (-3.695, 1.501, -2.198)  0.092
H (-1.921, 1.360, -2.365)  0.063
H (-2.651, 2.811, -1.637)  0.084
F (-3.632, -2.720, -3.832)  -0.442
Te (-2.820, -1.709, -2.506)  2.002
F (-3.606, -2.605, -1.087)  -0.408
F (-1.556, -3.146, -2.412)  -0.512
F (-4.485, -0.714, -2.498)  -0.520
F (-0.381, -0.044, -1.774)  -0.527
O (-2.647, -0.164, -0.200)  -0.185

Cartesian forces, eV/Å:
Tc 0.203 -0.363 -0.662
N 0.064 0.009 0.014
C -0.023 -0.036 0.009
N 0.098 0.068 -0.023
C -0.112 0.215 -0.020
N -0.108 -0.221 -0.027
N 0.181 0.108 0.038
C 0.001 0.042 0.076
C -0.032 0.004 0.013
C 0.026 0.042 0.016
C -0.043 -0.033 -0.001
C 0.002 -0.043 0.017
C 0.064 0.075 -0.015
N -0.099 -0.088 -0.004
C 0.026 -0.149 -0.007
C 0.022 -0.029 -0.024
C -0.024 0.039 0.002
C 0.043 -0.017 0.000
C -0.002 -0.024 -0.010
C -0.088 0.083 0.012
H -0.015 0.015 -0.004
H -0.016 -0.011 0.027
H -0.005 -0.010 -0.005
H -0.006 0.002 -0.010
H -0.002 0.006 0.020
H 0.014 -0.003 -0.004
H -0.015 0.002 -0.037
H -0.006 0.004 -0.002
H -0.004 0.004 -0.001
H -0.001 -0.006 -0.001
H 0.000 -0.009 -0.001
N -0.165 -0.088 0.276
C 0.205 0.143 -0.013
C -0.105 -0.064 0.002
C -0.055 -0.042 0.013
N -0.016 0.021 -0.029
C 0.082 0.094 0.088
N -0.013 -0.050 -0.066
C 0.019 0.039 -0.045
O 0.018 -0.043 -0.039
C -0.690 0.139 0.192
C 0.131 0.031 0.046
H 0.002 -0.010 0.025
H -0.005 -0.015 0.003
H -0.010 -0.001 0.010
H 0.026 -0.003 -0.006
H -0.024 -0.036 0.001
H -0.019 0.017 -0.002
F -0.064 -0.047 -0.091
Te 0.142 -0.016 0.017
F -0.069 -0.047 0.007
F 0.094 -0.095 0.012
F -0.107 0.056 -0.012
F -0.017 0.085 0.200
O 0.497 0.257 0.023

Computed properties:
Energy above the lowest of the compared OMol25 structures with the same formula, charge and spin (kcal per mole): 0.0
E_tot (eV): -61148.957
Spin multiplicity: 4
E_LUMO (spin up / spin down) (eV): -0.29 / -1.60
Molar mass (g mol⁻¹): 734.0
E_HOMO (spin up / spin down) (eV): -6.4 / -8.4
Total charge: 0
<S²>: 3.805



> What is the E_tot in the fourth record?

-61148.957 eV